1.
{
  "formula": "C21H36GeN4O3PtSSi2",
  "method": "wB97M-V/def2-TZVPD",
  "charge": -2,
  "e_above_lowest_kcal_mol": 11.1,
  "energy_ha": -4440.0814,
  "gap_ha": 0.24678,
  "species": ["Pt", "N", "C", "C", "Ge", "C", "C", "C", "H", "H", "H", "H", "H", "H", "H", "H", "H", "H", "H", "C", "Si", "C", "C", "C", "Si", "C", "C", "C", "H", "H", "H", "H", "H", "H", "H", "H", "H", "H", "H", "H", "H", "H", "H", "H", "H", "H", "H", "O", "S", "O", "O", "C", "N", "C", "C", "C", "N", "C", "C", "C", "N", "C", "C", "H", "H", "H", "H", "H", "H"],
  "positions_angstrom": [[0.99, -1.25, 1.29], [2.55, -0.92, 3.94], [1.95, -0.96, 2.94], [3.38, 1.86, 2.14], [3.60, 0.80, 0.52], [2.86, 1.78, -1.02], [5.54, 0.66, 0.18], [2.88, -1.02, 0.57], [3.63, 2.91, 1.95], [4.02, 1.48, 2.93], [2.35, 1.80, 2.51], [3.26, 2.80, -1.04], [1.78, 1.83, -0.99], [3.16, 1.28, -1.95], [5.99, 1.65, 0.10], [5.74, 0.12, -0.75], [6.03, 0.12, 1.00], [3.58, -1.67, 1.11], [2.83, -1.38, -0.46], [-1.08, -3.86, 2.83], [-1.65, -2.91, 1.30], [-2.41, -1.30, 1.92], [-3.12, -3.90, 0.61], [-0.28, -2.63, 0.11], [0.75, -4.04, -0.46], [-0.27, -5.51, -1.11], [1.83, -3.54, -1.92], [1.87, -4.79, 0.86], [-1.89, -3.93, 3.57], [-0.22, -3.37, 3.30], [-0.78, -4.88, 2.57], [-3.18, -1.50, 2.67], [-2.88, -0.74, 1.10], [-1.66, -0.64, 2.37], [-3.94, -3.92, 1.32], [-2.83, -4.93, 0.38], [-3.48, -3.45, -0.32], [-0.69, -2.11, -0.77], [-0.97, -5.20, -1.88], [-0.85, -5.97, -0.30], [0.38, -6.28, -1.53], [1.29, -2.88, -2.60], [2.14, -4.43, -2.49], [2.73, -3.03, -1.60], [1.31, -5.44, 1.54], [2.33, -4.00, 1.46], [2.65, -5.39, 0.39], [-1.70, 7.92, 0.00], [-2.88, 8.06, -0.83], [-2.73, 8.99, -1.94], [-4.13, 8.17, -0.10], [-3.07, 6.44, -1.64], [-3.88, 6.40, -2.70], [-4.05, 5.22, -3.26], [-3.44, 4.07, -2.79], [-2.62, 4.20, -1.69], [-2.44, 5.39, -1.12], [-1.90, 3.05, -1.08], [-1.96, 1.77, -1.61], [-1.27, 0.74, -0.99], [-0.52, 0.90, 0.10], [-0.46, 2.13, 0.60], [-1.12, 3.23, 0.06], [-4.72, 5.18, -4.12], [-3.62, 3.12, -3.28], [-2.55, 1.55, -2.49], [-1.32, -0.27, -1.39], [0.16, 2.24, 1.48], [-1.03, 4.21, 0.50]]
}

---

2.
{
  "formula": "C19H37N2PTc",
  "method": "wB97M-V/def2-TZVPD",
  "s2": 3.7718,
  "charge": 0,
  "energy_ha": -1277.6867,
  "gap_ha": [0.23890, 0.24830],
  "multiplicity": 4,
  "species": ["C", "C", "C", "C", "C", "Tc", "N", "C", "C", "H", "H", "H", "H", "H", "H", "H", "H", "H", "H", "C", "C", "C", "C", "P", "N", "C", "C", "C", "C", "C", "C", "C", "C", "H", "H", "H", "H", "H", "H", "H", "H", "H", "H", "H", "H", "H", "H", "H", "H", "H", "H", "H", "H", "H", "H", "H", "H", "H", "H", "H"],
  "positions_angstrom": [[-1.26, 0.99, -4.16], [0.14, 0.92, -4.47], [0.85, 1.77, -3.57], [-0.09, 2.32, -2.64], [-1.41, 1.85, -3.02], [-0.25, 0.08, -2.44], [-1.67, -1.41, -2.49], [-0.95, -2.56, -2.92], [0.45, -1.85, -3.11], [1.90, 2.07, -3.65], [0.57, 0.42, -5.34], [0.13, 3.05, -1.86], [-2.36, 2.21, -2.63], [-2.07, 0.56, -4.73], [0.72, -1.77, -4.17], [-1.32, -3.00, -3.87], [-2.67, -1.48, -2.32], [1.24, -2.40, -2.59], [-0.91, -3.38, -2.18], [-2.51, -0.52, 1.79], [-1.10, -1.14, 1.73], [-0.66, -1.58, 3.15], [-1.23, -2.39, 0.85], [0.11, 0.07, 0.98], [-0.21, 0.26, -0.64], [-0.15, 1.80, 1.63], [-0.27, 1.84, 3.17], [1.02, 2.69, 1.18], [-1.42, 2.40, 1.01], [1.87, -0.53, 1.02], [2.73, 0.24, -0.01], [2.49, -0.36, 2.42], [1.92, -2.01, 0.61], [-3.21, -1.31, 2.10], [-2.82, -0.17, 0.79], [-2.59, 0.29, 2.53], [-1.47, -2.19, 3.57], [0.25, -2.20, 3.15], [-0.51, -0.73, 3.83], [-1.50, -2.13, -0.19], [-0.34, -3.02, 0.84], [-2.04, -3.01, 1.26], [0.60, 1.38, 3.67], [-0.31, 2.89, 3.48], [-1.19, 1.36, 3.53], [1.16, 2.64, 0.09], [0.79, 3.74, 1.43], [1.96, 2.45, 1.69], [-2.34, 1.92, 1.36], [-1.48, 3.47, 1.29], [-1.39, 2.34, -0.09], [2.95, 1.27, 0.30], [3.68, -0.29, -0.12], [2.24, 0.26, -1.00], [1.95, -0.91, 3.20], [3.51, -0.77, 2.38], [2.58, 0.70, 2.72], [1.53, -2.68, 1.39], [1.39, -2.18, -0.34], [2.97, -2.29, 0.45]]
}

---

3.
{
  "formula": "C31H37BO2S2",
  "method": "wB97M-V/def2-TZVPD",
  "charge": 0,
  "e_above_lowest_kcal_mol": 51.9,
  "energy_ha": -2175.1335,
  "gap_ha": 0.13859,
  "species": ["C", "C", "C", "C", "C", "B", "C", "C", "C", "C", "C", "S", "O", "C", "C", "C", "C", "C", "C", "O", "S", "H", "H", "H", "H", "H", "H", "H", "H", "H", "H", "H", "H", "H", "H", "H", "H", "H", "H", "H", "H", "H", "H", "C", "C", "C", "C", "C", "C", "C", "C", "C", "C", "C", "C", "C", "C", "C", "H", "H", "H", "H", "H", "H", "H", "H", "H", "H", "H", "H", "H", "H", "H"],
  "positions_angstrom": [[-0.25, -6.05, -3.39], [0.23, -4.76, -2.80], [1.54, -4.50, -2.42], [1.78, -3.23, -1.85], [0.64, -2.43, -1.97], [0.14, -1.46, -0.18], [0.57, -1.00, -1.70], [1.65, -0.03, -1.81], [1.47, 1.00, -2.74], [0.21, 1.05, -3.32], [-0.27, 2.07, -4.27], [-0.76, -0.25, -2.76], [-1.15, -1.78, 0.13], [-1.08, -2.62, 1.32], [-2.17, -2.16, 2.26], [-1.34, -4.05, 0.88], [0.40, -2.36, 1.86], [0.52, -1.27, 2.92], [1.09, -3.59, 2.38], [1.11, -1.86, 0.70], [-0.73, -3.36, -2.49], [0.55, -6.79, -3.41], [-1.08, -6.49, -2.81], [-0.60, -5.95, -4.43], [2.32, -5.23, -2.57], [2.71, -2.92, -1.38], [2.53, -0.17, -1.19], [2.23, 1.73, -3.00], [0.56, 2.67, -4.63], [-0.77, 1.60, -5.13], [-0.98, 2.73, -3.78], [-2.12, -2.70, 3.21], [-2.11, -1.08, 2.45], [-3.14, -2.37, 1.81], [-1.44, -4.71, 1.74], [-2.27, -4.08, 0.31], [-0.55, -4.44, 0.24], [0.02, -1.55, 3.87], [1.59, -1.08, 3.14], [0.08, -0.31, 2.57], [0.53, -3.96, 3.24], [1.12, -4.37, 1.61], [2.12, -3.33, 2.70], [3.63, 3.15, 4.23], [2.55, 2.70, 3.30], [1.25, 2.43, 3.77], [0.25, 1.99, 2.91], [0.49, 1.84, 1.50], [-0.52, 1.43, 0.53], [-1.20, 2.41, -0.22], [-2.37, 2.09, -0.97], [-3.06, 3.07, -1.68], [-2.64, 4.42, -1.61], [-3.45, 5.54, -2.18], [-1.51, 4.75, -0.87], [-0.79, 3.79, -0.21], [1.79, 2.18, 1.06], [2.80, 2.56, 1.93], [4.27, 3.88, 3.73], [3.22, 3.59, 5.14], [4.31, 2.36, 4.56], [1.01, 2.59, 4.84], [-0.76, 1.81, 3.28], [-1.03, 0.47, 0.65], [-2.77, 1.08, -0.89], [-3.95, 2.81, -2.26], [-2.79, 6.38, -2.47], [-4.01, 5.26, -3.08], [-4.18, 5.90, -1.43], [-1.23, 5.81, -0.77], [0.05, 4.09, 0.38], [1.96, 2.17, -0.01], [3.79, 2.84, 1.53]]
}

---

4.
{
  "formula": "C4H11N4O",
  "method": "wB97M-V/def2-TZVPD",
  "charge": 1,
  "e_above_lowest_kcal_mol": 59.3,
  "energy_ha": -452.9503,
  "gap_ha": 0.38260,
  "species": ["N", "C", "C", "N", "C", "N", "N", "C", "O", "H", "H", "H", "H", "H", "H", "H", "H", "H", "H", "H"],
  "positions_angstrom": [[0.56, -0.66, 1.38], [0.13, 0.49, 2.23], [0.12, 1.65, 1.19], [-0.82, 1.26, 0.09], [-0.50, 0.30, -0.76], [0.67, 0.12, -1.36], [0.63, -0.96, -2.21], [-0.81, -1.28, -2.32], [-1.47, -0.39, -1.40], [1.54, -0.92, 1.36], [0.05, -1.42, 1.76], [1.07, 0.77, 2.98], [-0.73, 0.12, 2.73], [-0.22, 2.47, 1.78], [0.98, 1.79, 0.69], [-1.76, 1.41, 0.40], [1.60, 0.33, -1.13], [1.01, -1.83, -1.89], [-1.15, -0.88, -3.30], [-0.91, -2.38, -2.22]]
}

---

5.
{
  "formula": "C3H10N2S2",
  "method": "wB97M-V/def2-TZVPD",
  "s2": 0.7537,
  "charge": -1,
  "e_above_lowest_kcal_mol": 19.0,
  "energy_ha": -1026.1558,
  "gap_ha": [0.12438, 0.24738],
  "multiplicity": 2,
  "species": ["S", "S", "C", "C", "C", "N", "N", "H", "H", "H", "H", "H", "H", "H", "H", "H", "H"],
  "positions_angstrom": [[-1.87, -2.56, -2.63], [-1.93, -1.23, -0.85], [-0.16, -0.88, -0.48], [-0.12, 0.25, 0.55], [1.10, 1.16, 0.44], [1.19, 2.07, -0.74], [-0.37, -0.23, 1.91], [-2.43, -3.63, -2.02], [0.30, -0.52, -1.36], [0.36, -1.79, -0.17], [-0.99, 0.87, 0.30], [2.03, 0.58, 0.34], [1.07, 1.75, 1.41], [0.47, 2.83, -0.61], [2.07, 2.56, -0.69], [0.45, -0.43, 2.46], [-1.16, -0.80, 2.13]]
}

---

6.
{
  "formula": "C3H7N3O",
  "method": "wB97M-V/def2-TZVPD",
  "charge": 0,
  "e_above_lowest_kcal_mol": 140.0,
  "energy_ha": -357.8268,
  "gap_ha": 0.34669,
  "species": ["N", "O", "N", "C", "C", "C", "N", "H", "H", "H", "H", "H", "H", "H"],
  "positions_angstrom": [[-2.47, -0.43, -0.49], [-1.57, 0.59, -0.18], [-0.36, 0.34, 0.82], [0.57, 1.28, 0.19], [1.60, 0.41, -0.54], [1.27, -0.87, -0.23], [0.09, -0.97, 0.53], [-2.04, -1.15, -1.08], [-2.86, -0.77, 0.46], [1.10, 2.06, 0.88], [-0.05, 1.92, -0.35], [2.49, 0.79, -0.94], [1.93, -1.67, -0.45], [0.31, -1.53, 1.37]]
}

---

Question: Look up the charge of the sixth one.
Answer: 0